Record 1
Here is a cluster of 7 separate species, C26H61N3O16S4 in total at a distorted geometry from the OMol25 dataset. Energies are from the ωB97M-V functional and the def2-TZVPD basis.

## Properties
* lowest unoccupied orbital energy (spin up / spin down): -2.36 / -6.68 eV
* expectation value of S²: 0.754
* largest force on an atom: 4.286 eV Å⁻¹
* spin multiplicity: 2
* HOMO (spin up / spin down): -9.780 / -9.779 eV
* net charge: +1
* orbital gap (spin up / spin down): 7.42 / 3.10 eV
* calculated total energy: -3987.52635 hartree

```
110
Properties=species:S:1:pos:R:3:lowdin_charge:R:1
C 4.836 3.278 -2.801 -0.024
C 4.187 2.556 -1.550 -0.140
N 4.322 3.109 -0.156 0.039
C 3.847 2.213 0.865 -0.193
C 2.466 1.544 0.632 -0.044
C 5.644 3.707 0.151 -0.163
C 5.814 4.168 1.615 -0.071
H 5.924 3.217 -2.824 0.078
H 4.536 4.306 -3.006 0.087
H 4.441 2.625 -3.579 0.078
H 3.128 2.801 -1.625 0.105
H 4.283 1.470 -1.566 0.151
H 4.525 1.384 1.067 0.160
H 3.810 2.705 1.838 0.122
H 2.406 0.944 -0.276 0.077
H 2.213 1.018 1.552 0.074
H 1.681 2.300 0.617 0.086
H 5.906 4.614 -0.394 0.136
H 6.417 2.960 -0.027 0.152
H 5.667 3.405 2.380 0.071
H 4.965 4.813 1.839 0.089
H 6.798 4.621 1.734 0.095
C -7.134 1.231 2.689 -0.091
C -5.758 0.895 2.182 -0.258
N -5.725 -0.410 1.473 -0.179
C -6.161 -1.535 2.279 -0.261
C -5.352 -1.784 3.550 -0.073
C -4.375 -0.572 0.887 -0.281
C -4.282 -1.856 0.079 -0.087
H -7.080 2.218 3.148 0.076
H -7.381 0.545 3.499 0.069
H -7.957 1.250 1.975 0.083
H -5.376 1.581 1.426 0.109
H -5.068 0.907 3.025 0.106
H -7.195 -1.251 2.475 0.102
H -6.326 -2.480 1.762 0.113
H -4.305 -2.029 3.374 0.069
H -5.238 -0.964 4.260 0.066
H -5.887 -2.585 4.059 0.079
H -3.530 -0.530 1.574 0.104
H -4.198 0.197 0.135 0.088
H -5.268 -2.080 -0.328 0.075
H -4.007 -2.728 0.673 0.080
H -3.527 -1.830 -0.707 0.060
C 1.922 -0.048 5.618 -0.098
C 2.838 -1.272 5.514 -0.237
N 2.075 -2.360 4.805 -0.183
C 1.691 -2.050 3.414 -0.251
C 2.923 -1.718 2.542 -0.075
C 2.592 -3.780 4.962 -0.211
C 2.696 -4.153 6.442 -0.100
H 1.070 -0.428 6.181 0.080
H 1.567 0.416 4.698 0.052
H 2.410 0.723 6.215 0.068
H 3.779 -1.034 5.018 0.097
H 3.024 -1.544 6.553 0.103
H 1.220 -2.898 2.915 0.097
H 0.865 -1.339 3.393 0.099
H 2.572 -1.783 1.512 0.042
H 3.349 -0.731 2.724 0.050
H 3.595 -2.567 2.669 0.077
H 3.569 -3.831 4.482 0.095
H 1.973 -4.473 4.392 0.111
H 3.640 -4.058 6.979 0.070
H 2.229 -5.123 6.612 0.069
H 2.126 -3.534 7.137 0.064
C -0.541 4.374 -3.006 -0.175
C -1.518 3.205 -2.977 -0.204
O -0.723 2.083 -2.995 -0.237
S 0.645 2.259 -3.901 0.740
O 0.279 1.984 -5.260 -0.197
O 1.714 1.510 -3.258 -0.250
O 0.648 3.943 -3.632 -0.189
H -0.294 4.583 -1.966 0.127
H -0.985 5.243 -3.492 0.143
H -2.037 3.109 -3.931 0.121
H -2.258 3.099 -2.184 0.148
C 2.316 -2.864 -5.138 -0.121
C 1.778 -1.371 -5.356 -0.150
O 2.810 -0.795 -6.102 -0.223
S 4.310 -1.375 -5.804 0.726
O 4.715 -0.787 -4.493 -0.296
O 5.178 -1.259 -6.951 -0.208
O 3.723 -2.828 -5.404 -0.208
H 1.881 -3.574 -5.841 0.123
H 2.067 -3.317 -4.178 0.119
H 1.919 -0.839 -4.415 0.094
H 0.754 -1.326 -5.727 0.137
C -0.844 -1.128 -1.747 -0.182
C -0.671 -0.559 -0.369 -0.187
O 0.240 -1.389 0.318 -0.207
S 0.528 -2.832 -0.430 0.723
O 0.180 -3.993 0.399 -0.227
O 1.735 -2.861 -1.233 -0.245
O -0.647 -2.543 -1.567 -0.187
H -0.167 -0.567 -2.391 0.107
H -1.772 -0.896 -2.269 0.098
H -1.580 -0.600 0.231 0.109
H -0.514 0.517 -0.441 0.127
C -5.765 -0.712 -3.524 -0.172
C -5.340 0.339 -2.593 -0.182
O -3.924 0.411 -2.812 -0.239
S -3.476 0.201 -4.431 0.756
O -2.153 -0.376 -4.607 -0.233
O -3.783 1.388 -5.217 -0.235
O -4.716 -0.926 -4.502 -0.198
H -6.673 -0.492 -4.085 0.138
H -5.952 -1.639 -2.982 0.130
H -5.590 0.023 -1.580 0.118
H -5.907 1.214 -2.911 0.137
```

Record 2
Here is the molecule C10H10ClO2P at a distorted geometry from the OMol25 dataset. Energies are from the ωB97M-V functional and the def2-TZVPD basis.

## Properties
* SMILES string: CCO[P@@](=O)(C#CCl)c1ccccc1
* lowest unoccupied orbital energy: 0.50 eV
* largest force on an atom: 4.534 eV Å⁻¹
* HOMO: -9.659 eV
* net charge: 0
* orbital gap: 10.16 eV
* calculated total energy: -1338.99694 hartree

```
24
Properties=species:S:1:pos:R:3:nbo_charge:R:1
C -2.429 2.300 0.367 -0.638
C -1.023 2.915 0.265 -0.069
O -0.029 1.948 0.582 -0.813
P 0.503 1.017 -0.583 2.195
O 0.079 1.377 -1.925 -1.071
C 2.557 1.021 -0.169 -0.375
C 3.661 0.842 0.252 -0.124
Cl 5.266 0.753 0.698 0.105
C 0.205 -0.760 -0.242 -0.428
C 0.271 -1.311 0.996 -0.181
C 0.169 -2.707 1.197 -0.210
C 0.055 -3.494 0.047 -0.190
C 0.080 -2.918 -1.238 -0.204
C 0.136 -1.546 -1.394 -0.181
H -2.518 1.566 1.109 0.219
H -3.102 3.037 0.497 0.214
H -2.636 1.679 -0.443 0.217
H -0.917 3.770 0.983 0.194
H -0.693 3.466 -0.773 0.210
H 0.468 -0.687 1.895 0.228
H 0.243 -3.105 2.246 0.229
H 0.030 -4.560 -0.060 0.218
H -0.198 -3.557 -2.018 0.212
H -0.182 -1.046 -2.289 0.245
```

Record 3
Here is a cluster of 5 separate species, C46H86BrN5O7PS in total at a distorted geometry from the OMol25 dataset. Energies are from the ωB97M-V functional and the def2-TZVPD basis.

## Properties
* lowest unoccupied orbital energy (spin up / spin down): -4.93 / -4.93 eV
* expectation value of S²: 6.016
* largest force on an atom: 1.022 eV Å⁻¹
* spin multiplicity: 5
* HOMO (spin up / spin down): -9.275 / -10.436 eV
* net charge: +1
* orbital gap (spin up / spin down): 4.34 / 5.50 eV
* calculated total energy: -5917.84265 hartree

```
147
Properties=species:S:1:pos:R:3:lowdin_charge:R:1
C -9.021 3.624 -3.615 -0.088
C -8.420 4.554 -4.680 -0.226
C -7.513 3.836 -5.700 -0.157
C -6.213 4.571 -6.002 -0.117
O -5.026 3.891 -5.500 -0.066
N -5.169 3.544 -4.186 -0.077
C -5.338 4.506 -3.277 -0.038
C -5.490 4.195 -1.942 -0.258
P -5.723 5.658 -0.841 0.428
S -5.610 7.307 -1.852 0.221
C -5.450 2.850 -1.570 -0.079
C -5.662 2.474 -0.118 -0.432
O -5.786 3.329 0.720 0.117
O -5.637 1.155 0.147 0.130
C -5.224 1.887 -2.524 0.009
C -5.093 2.248 -3.863 -0.614
Br -4.798 1.007 -5.177 1.015
H -8.488 2.674 -3.556 0.060
H -10.061 3.387 -3.826 0.077
H -8.999 4.080 -2.626 0.067
H -9.240 5.022 -5.221 0.111
H -7.885 5.370 -4.193 0.090
H -8.048 3.708 -6.639 0.124
H -7.310 2.825 -5.349 0.087
H -6.014 4.653 -7.065 0.139
H -6.239 5.586 -5.605 0.121
H -5.345 5.536 -3.611 0.071
H -6.944 5.419 -0.210 0.004
H -4.751 5.502 0.142 0.004
H -6.223 0.682 -0.461 0.118
H -5.151 0.836 -2.286 0.120
C -4.812 -4.586 0.205 -0.022
C -5.459 -3.244 -0.175 -0.491
C -6.063 -2.572 1.056 -0.128
C -7.320 -3.271 1.570 -0.162
C -8.358 -3.396 0.452 -0.128
C -7.823 -4.046 -0.826 -0.490
N -6.529 -3.391 -1.209 -0.096
O -6.704 -2.307 -1.870 -0.052
C -7.657 -5.562 -0.642 -0.024
C -8.814 -3.843 -1.965 -0.043
C -4.344 -2.395 -0.765 -0.041
H -3.915 -4.389 0.792 0.091
H -5.444 -5.224 0.812 0.059
H -4.517 -5.140 -0.686 0.098
H -6.316 -1.536 0.803 0.107
H -5.303 -2.526 1.839 0.130
H -7.071 -4.251 1.982 0.107
H -7.747 -2.695 2.392 0.116
H -9.220 -3.971 0.794 0.128
H -8.726 -2.394 0.205 0.122
H -7.089 -5.990 -1.468 0.097
H -8.641 -6.028 -0.635 0.090
H -7.175 -5.843 0.289 0.061
H -9.062 -2.795 -2.111 0.076
H -9.731 -4.381 -1.726 0.091
H -8.418 -4.236 -2.902 0.095
H -3.951 -2.846 -1.677 0.097
H -3.529 -2.317 -0.045 0.094
H -4.675 -1.385 -1.000 0.050
C 0.649 -1.437 -3.925 -0.026
C 1.202 -0.354 -4.863 -0.490
C 2.449 0.291 -4.259 -0.123
C 2.139 1.189 -3.063 -0.168
C 1.113 2.258 -3.435 -0.125
C -0.161 1.683 -4.057 -0.489
N 0.188 0.716 -5.144 -0.105
O 0.394 1.306 -6.259 -0.019
C -1.036 1.022 -2.977 -0.033
C -0.995 2.796 -4.675 -0.050
C 1.542 -1.041 -6.178 -0.040
H 1.338 -2.281 -3.924 0.091
H 0.552 -1.124 -2.891 0.058
H -0.321 -1.794 -4.276 0.091
H 2.950 0.886 -5.029 0.129
H 3.143 -0.500 -3.967 0.126
H 1.791 0.591 -2.216 0.099
H 3.058 1.671 -2.727 0.114
H 0.836 2.845 -2.555 0.124
H 1.569 2.954 -4.146 0.127
H -1.835 0.435 -3.437 0.076
H -1.491 1.802 -2.362 0.078
H -0.487 0.378 -2.298 0.062
H -0.438 3.393 -5.391 0.084
H -1.339 3.462 -3.879 0.083
H -1.864 2.379 -5.189 0.063
H 0.646 -1.447 -6.649 0.092
H 2.227 -1.863 -5.974 0.090
H 2.019 -0.364 -6.881 0.081
C 7.149 -1.749 0.933 -0.024
C 6.276 -1.035 -0.111 -0.489
C 6.871 0.325 -0.479 -0.130
C 6.734 1.361 0.635 -0.166
C 5.275 1.506 1.063 -0.129
C 4.615 0.179 1.446 -0.486
N 4.869 -0.837 0.373 -0.097
O 4.036 -0.743 -0.591 -0.044
C 5.131 -0.300 2.808 -0.032
C 3.109 0.369 1.571 -0.045
C 6.233 -1.938 -1.337 -0.044
H 8.081 -2.054 0.456 0.089
H 7.424 -1.134 1.783 0.059
H 6.651 -2.645 1.305 0.095
H 6.365 0.699 -1.375 0.122
H 7.920 0.182 -0.743 0.126
H 7.358 1.090 1.490 0.106
H 7.104 2.325 0.281 0.113
H 5.196 2.184 1.916 0.125
H 4.708 1.960 0.243 0.120
H 4.833 -1.332 2.998 0.097
H 4.708 0.320 3.599 0.080
H 6.206 -0.231 2.923 0.043
H 2.675 0.796 0.670 0.068
H 2.915 1.048 2.402 0.087
H 2.611 -0.580 1.776 0.092
H 5.748 -2.887 -1.104 0.093
H 7.255 -2.143 -1.656 0.089
H 5.701 -1.477 -2.166 0.072
C 6.371 -2.585 7.822 -0.029
C 7.409 -2.044 6.828 -0.492
C 8.761 -1.841 7.515 -0.131
C 8.771 -0.657 8.479 -0.169
C 8.325 0.622 7.772 -0.130
C 6.977 0.491 7.059 -0.489
N 6.975 -0.748 6.213 -0.094
O 7.518 -0.553 5.073 -0.042
C 5.823 0.486 8.073 -0.028
C 6.756 1.687 6.142 -0.042
C 7.532 -3.078 5.717 -0.041
H 6.630 -3.613 8.073 0.088
H 6.327 -2.040 8.759 0.057
H 5.375 -2.587 7.377 0.093
H 9.524 -1.679 6.747 0.126
H 9.026 -2.764 8.036 0.126
H 8.133 -0.859 9.344 0.104
H 9.779 -0.518 8.872 0.114
H 8.256 1.447 8.484 0.126
H 9.086 0.901 7.036 0.125
H 4.890 0.190 7.592 0.093
H 5.693 1.494 8.468 0.087
H 5.990 -0.162 8.928 0.059
H 7.575 1.821 5.441 0.080
H 6.678 2.585 6.755 0.089
H 5.832 1.577 5.572 0.081
H 6.590 -3.181 5.176 0.089
H 7.781 -4.042 6.161 0.089
H 8.309 -2.820 5.002 0.079
```

Record 4
Here is a structure of composition C39H36IN4PS2Tc at a distorted geometry from the OMol25 dataset. Energies are from the ωB97M-V functional and the def2-TZVPD basis.

## Properties
* lowest unoccupied orbital energy (spin up / spin down): -7.11 / -7.69 eV
* expectation value of S²: 3.795
* largest force on an atom: 1.213 eV Å⁻¹
* spin multiplicity: 4
* HOMO (spin up / spin down): -12.273 / -12.277 eV
* net charge: +2
* orbital gap (spin up / spin down): 5.17 / 4.59 eV
* calculated total energy: -3242.46050 hartree

```
84
Properties=species:S:1:pos:R:3:lowdin_charge:R:1
Tc -0.653 -1.419 -1.335 1.388
C -5.132 0.045 2.049 -0.314
S -3.986 -1.355 2.082 0.938
C -2.965 -1.083 0.728 -1.046
S -1.740 -2.328 0.534 0.678
N -3.110 -0.073 -0.069 -0.023
N -2.208 -0.079 -1.100 -0.164
C -2.281 0.908 -1.926 -0.036
C -1.350 0.907 -3.042 -0.279
C -1.388 1.849 -4.050 0.034
C -0.517 1.718 -5.124 0.011
C 0.344 0.635 -5.157 0.000
C 0.336 -0.264 -4.103 -0.129
N -0.470 -0.126 -3.048 -0.074
H -6.142 -0.356 2.086 0.047
H -4.981 0.612 1.138 0.032
H -4.942 0.663 2.922 0.044
H -3.037 1.672 -1.783 0.150
H -2.102 2.659 -3.996 0.138
H -0.525 2.440 -5.929 0.135
H 1.016 0.478 -5.988 0.132
H 0.992 -1.120 -4.103 0.103
C 1.499 -2.934 0.236 -0.088
N 1.053 -2.832 -1.179 -0.372
C 2.221 -2.368 -1.969 -0.080
C 0.631 -4.175 -1.684 -0.131
C -0.515 -4.036 -2.635 -0.233
C -0.884 -5.072 -3.485 -0.011
C -2.001 -4.945 -4.295 -0.033
C -2.757 -3.776 -4.273 -0.050
C -2.392 -2.732 -3.441 -0.089
C -1.273 -2.865 -2.620 -0.247
H 2.386 -3.570 0.296 0.113
H 0.716 -3.359 0.859 0.054
H 1.748 -1.943 0.605 0.075
H 3.078 -3.013 -1.768 0.111
H 2.475 -1.344 -1.700 0.011
H 1.993 -2.427 -3.031 0.081
H 0.334 -4.788 -0.831 0.142
H 1.482 -4.668 -2.158 0.143
H -0.298 -5.983 -3.508 0.130
H -2.288 -5.760 -4.945 0.122
H -3.630 -3.680 -4.903 0.120
H -2.984 -1.824 -3.429 0.101
I 1.988 1.530 -1.550 1.048
C 3.414 2.122 -0.121 -0.588
C 4.639 2.363 -0.679 -0.171
C 5.687 2.904 0.087 -0.055
C 5.442 3.244 1.380 -0.013
C 4.177 3.009 1.973 -0.149
C 3.984 3.439 3.307 -0.007
C 2.792 3.258 3.936 -0.037
C 1.775 2.566 3.262 -0.086
C 1.908 2.100 1.972 -0.299
P 0.480 1.037 1.473 0.994
C 0.312 -0.077 2.890 -0.409
C 1.472 -0.621 3.454 -0.104
C 1.384 -1.565 4.464 -0.066
C 0.141 -1.991 4.916 -0.065
C -1.014 -1.473 4.349 -0.074
C -0.931 -0.532 3.332 -0.163
C -0.938 2.179 1.484 -0.374
C -1.253 2.813 0.284 -0.153
C -2.271 3.754 0.227 -0.082
C -2.998 4.060 1.367 -0.062
C -2.697 3.429 2.567 -0.059
C -1.672 2.496 2.630 -0.089
C 3.118 2.372 1.250 -0.193
H 4.806 2.161 -1.728 0.082
H 6.650 3.081 -0.370 0.118
H 6.208 3.715 1.982 0.125
H 4.807 3.931 3.810 0.125
H 2.634 3.603 4.949 0.119
H 0.858 2.369 3.804 0.103
H 2.446 -0.294 3.109 0.109
H 2.288 -1.965 4.906 0.112
H 0.074 -2.724 5.709 0.112
H -1.985 -1.801 4.699 0.106
H -1.839 -0.138 2.893 0.040
H -0.671 2.594 -0.605 0.029
H -2.485 4.262 -0.706 0.108
H -3.791 4.796 1.325 0.114
H -3.248 3.680 3.465 0.115
H -1.443 2.027 3.578 0.102
```